# 1
13 unconnected molecules or ions with the total composition C47H77F6N12O12S2 at a distorted geometry, computed with wB97M-V/def2-TZVPD.

```
156
Properties=species:S:1:pos:R:3:lowdin_charge:R:1
S -1.0816 1.5758 0.9350 0.63
S -0.4296 -0.6746 0.0631 0.56
F 0.8847 -2.8411 -0.6850 0.12
F -0.2112 3.9528 -0.0022 0.10
F 2.1636 -1.1232 -0.2259 0.16
F 1.1736 -1.1581 -2.0536 0.11
F -2.1978 3.4160 -0.8229 0.08
F -1.8650 4.0999 1.3283 0.11
O -2.4164 1.1216 0.9814 -0.30
O -0.5822 -5.2176 10.7833 0.01
O 3.1235 3.5940 -6.1426 0.02
O -1.5844 -1.2199 -0.6616 -0.34
O -0.3732 -1.1750 1.4729 -0.34
O -7.7470 -7.6830 -2.0187 0.03
O 6.0925 -2.6360 -10.7274 0.06
O -2.3883 -10.5548 3.0790 0.00
O -1.9743 -5.9538 -6.7503 0.08
O 7.5154 -6.3317 -6.1118 -0.12
O 3.2323 13.7699 -2.0613 0.02
O -0.3947 1.7906 2.2261 -0.32
N 4.5306 -4.9871 6.0572 0.06
N -0.1033 0.8231 -0.2291 -0.30
N -10.3613 8.1268 1.6718 0.06
N -3.7206 -9.0609 2.0778 -0.02
N 0.8520 6.4521 9.1836 0.04
N 1.8284 2.8948 -4.4036 0.01
N 3.1513 12.5538 5.1376 0.06
N -2.1741 -5.7338 -4.5975 -0.01
N -0.2469 -3.6508 9.1917 0.02
N -8.7927 -5.8899 -2.7737 -0.01
N 4.3395 -4.0823 -11.1593 -0.02
N 2.2075 11.9843 -2.8393 -0.01
C 1.0510 -1.5062 -0.7687 -0.70
C -4.1156 -11.2691 1.4345 -0.01
C -1.3809 3.3820 0.2968 -0.59
C 2.3968 10.5040 -2.8931 -0.06
C -0.0907 5.8088 8.5216 -0.16
C -3.3120 -10.2879 2.2691 -0.55
C 3.2548 12.8480 -2.8749 -0.55
C 0.4886 7.6028 9.8726 -0.11
C -3.1794 -7.8028 2.5112 -0.06
C 4.3797 12.7240 -3.9120 0.01
C 2.3745 12.2594 4.1119 -0.18
C 5.9242 -2.7773 7.0259 -0.05
C -9.3946 -8.0980 -3.6485 0.00
C -8.7048 5.9312 0.7787 -0.06
C 3.9762 11.5301 5.4694 -0.14
C 5.1482 -5.0005 7.2870 -0.15
C 5.7074 -6.6329 -4.5610 -0.15
C -2.0307 -5.2518 -5.8149 -0.70
C 4.8928 -4.8726 -12.2150 -0.09
C -8.5800 -7.2026 -2.7580 -0.61
C -7.9321 -4.8902 -2.1164 -0.04
C -1.8834 7.0994 9.4165 -0.10
C -2.1474 -7.1323 -4.2928 -0.07
C 2.9034 9.9873 4.0043 -0.11
C 4.6066 -3.8788 5.3016 -0.17
C 4.0982 3.4622 -3.9462 -0.01
C -1.4691 6.0942 8.6267 -0.09
C -1.4668 -3.1793 11.2592 -0.02
C -0.4926 -2.4194 8.4518 -0.07
C 4.1661 -2.4962 -9.3455 0.00
C -9.3272 6.8551 -0.0985 -0.10
C 8.0077 -5.9326 -4.8805 -0.27
C 0.4638 2.9607 -5.0153 -0.04
C 4.9979 -3.0661 -10.5059 -0.55
C 6.3034 -7.0968 -5.8682 -0.17
C 2.9476 3.3763 -4.9481 -0.57
C 5.8176 -3.9414 7.8059 -0.10
C 5.3388 -2.8083 5.7170 -0.08
C -0.8792 7.9059 10.0270 -0.07
C 3.8416 10.2054 4.9920 -0.07
C 2.1767 11.0179 3.4968 -0.07
C 6.7613 -5.6289 -4.0812 -0.19
C -2.0919 -3.8333 -6.0521 0.00
C -0.7246 -4.0658 10.3688 -0.59
C -9.0733 6.0961 2.0981 -0.08
C -9.7484 7.2695 2.5048 -0.15
C -10.0822 7.8825 0.3550 -0.17
H -8.7217 -8.2004 -4.4999 0.09
H 4.6293 11.6100 6.3258 0.09
H 1.7843 10.1523 -2.0629 0.08
H 3.6369 3.5316 -2.9611 0.07
H 4.8499 2.6768 -4.0243 0.08
H -1.0783 -3.2738 12.2732 0.09
H 0.3987 -4.2759 8.7307 0.14
H 6.6391 -8.1290 -5.7682 0.12
H 0.3963 2.2786 -5.8629 0.08
H 8.6285 -6.6138 -4.2984 0.11
H -2.3874 -7.2891 -3.2411 0.09
H -0.3809 -1.5317 9.0744 0.07
H 5.5335 -7.4307 -3.8389 0.11
H -3.5219 -12.0993 1.0519 0.08
H -2.2508 -5.1674 -3.7648 0.14
H -3.7509 -6.9843 2.0734 0.09
H -7.1992 -5.4283 -1.5153 0.09
H -2.7441 -3.4001 -5.2938 0.09
H 1.5156 10.8878 2.6528 0.10
H 0.1815 -2.3496 7.5982 0.09
H -1.1562 -7.4981 -4.5606 0.09
H 1.8538 2.5731 -3.4465 0.13
H -10.3662 -7.6861 -3.9214 0.07
H 3.2022 -2.9944 -9.4497 0.06
H 6.1909 -3.9347 8.8193 0.10
H 3.4025 10.1286 -2.7038 0.07
H -9.8466 7.5005 3.5552 0.10
H 4.9327 13.6584 -3.8154 0.08
H -7.5620 -4.3138 -2.9643 0.08
H 4.6303 -2.7432 -8.3907 0.08
H -0.2455 2.7295 -4.2206 0.08
H 6.4994 -1.9370 7.3858 0.09
H -9.5930 -8.9830 -3.0439 0.09
H 5.6565 -6.9534 -6.7336 0.12
H -4.6472 -9.0010 1.6803 0.13
H -9.0955 6.7044 -1.1425 0.10
H -2.1941 5.5448 8.0447 0.10
H 5.3187 -1.9426 5.0716 0.10
H 5.2538 -5.9421 7.8053 0.10
H -2.4768 -3.5647 11.1199 0.10
H 4.9649 11.8842 -3.5374 0.07
H 3.9726 -1.4338 -9.4931 0.08
H -9.5312 -5.5397 -3.3671 0.13
H 0.2485 5.0346 7.8493 0.10
H -1.0282 -3.6009 -6.0017 0.10
H -8.2999 5.0544 0.2951 0.11
H 4.6255 4.4113 -4.0430 0.08
H -2.5407 -3.6293 -7.0243 0.09
H -2.9306 7.3509 9.4965 0.10
H -4.7806 -11.7715 2.1370 0.08
H 5.9749 -4.9978 -12.2519 0.09
H 3.9961 12.3954 -4.8778 0.08
H 2.8988 8.9882 3.5942 0.11
H 4.3049 -3.8153 4.2666 0.11
H -1.4113 -2.0933 11.1829 0.07
H 4.4961 -4.7703 -13.2251 0.08
H 8.6972 -5.0888 -4.9066 0.12
H -8.7216 5.2969 2.7338 0.10
H 4.8330 -5.9876 -4.6461 0.11
H 3.4331 -4.3440 -10.7985 0.12
H 0.1866 3.9895 -5.2450 0.08
H 2.2255 10.1821 -3.9203 0.08
H -8.5744 -4.2237 -1.5408 0.08
H -10.5784 8.6053 -0.2756 0.10
H 4.3877 9.4516 5.5397 0.10
H -3.2287 -7.8126 3.6000 0.08
H -2.9930 -7.5006 -4.8736 0.09
H 4.5411 -5.8198 -11.8062 0.08
H 1.7390 13.0505 3.7423 0.10
H -1.2892 8.7539 10.5554 0.09
H 6.9981 -5.4993 -3.0252 0.11
H 6.5502 -4.5747 -4.2608 0.11
H -1.5464 -2.3605 8.1792 0.08
H -2.1116 -7.6465 2.3583 0.09
H 1.4941 12.3058 -2.2007 0.12
H -4.5624 -10.7585 0.5814 0.08
H 1.2767 8.2907 10.1412 0.09
```

Calculated values
Net charge: -1
E, Ha: -4792.517872
Lowest unoccupied orbital energy, eV: 1.568
HOMO, eV: -7.062
Maximum force, eV Å⁻¹: 5.82
Frontier orbital gap, eV: 8.630

---

# 2
3 unconnected molecules or ions with the total composition C47H77FN5O8 at a distorted geometry, computed with wB97M-V/def2-TZVPD.

```
138
Properties=species:S:1:pos:R:3:lowdin_charge:R:1
F -2.5204 -0.7638 4.6891 -0.04
O 4.2680 0.0396 4.8893 -0.04
O -5.3678 -0.7981 -2.8079 -0.21
O 1.1087 3.7732 -1.5618 0.08
O 1.7646 0.1427 5.9403 0.11
O -0.1426 -0.7754 6.6854 0.18
O -9.8039 0.0722 -2.8079 -0.20
O -1.7700 -2.8799 -7.5019 -0.19
O 2.1609 -1.6382 -9.3240 -0.18
N -0.1171 1.1135 1.4217 0.03
N -7.8424 -1.1325 -0.9181 -0.05
N 1.6722 1.7874 -2.4964 0.10
N 3.2129 0.3106 4.0805 0.02
N 0.9002 -2.0469 -6.4902 -0.05
C 0.9602 -0.9852 6.2569 -0.35
C 2.6732 2.5589 -0.1718 -0.05
C -0.8830 -1.1160 -2.4885 -0.06
C -10.2997 -1.1525 -3.3223 -0.11
C 6.0560 3.5141 4.5558 -0.09
C 1.7600 2.7526 -1.4387 -0.42
C -6.3723 -0.3434 -3.7046 -0.08
C 0.1639 3.5326 2.3096 -0.19
C 5.9197 1.5614 2.9504 -0.16
C 0.7843 0.6465 3.7077 0.00
C 4.9570 0.5534 2.2159 -0.08
C 1.4098 -2.4536 6.1564 -0.12
C -0.8930 1.8532 -2.6971 -0.01
C 5.2976 2.9747 3.2615 -0.38
C 2.0729 -1.2636 -6.8796 -0.20
C 0.3686 -0.3494 -2.4283 -0.06
C -1.7076 5.1470 2.9873 -0.11
C -1.3884 -0.6181 3.8831 -0.18
C -0.4456 2.5658 1.2433 -0.17
C -6.4192 -1.1248 -0.5864 -0.20
C 2.4939 -2.8989 7.0666 -0.04
C 1.2920 -4.8655 5.2625 -0.05
C -5.4905 -0.2984 -1.4822 -0.23
C 5.5722 4.0630 2.1365 -0.06
C -2.1632 1.1095 -2.7374 -0.05
C -8.4875 0.1724 -0.7774 -0.21
C 3.5073 0.5485 2.7399 -0.04
C 2.4173 0.8108 1.7817 -0.02
C 1.0083 0.8692 2.2509 -0.11
C 0.9101 -2.1645 -9.7375 -0.10
C 0.3846 1.1281 -2.5319 -0.23
C 2.3562 -5.2888 6.1601 -0.05
C 0.8418 -3.4585 5.2769 -0.01
C -1.5463 -2.1752 -6.2828 -0.22
C -0.6970 0.7535 4.2016 -0.09
C 5.6065 -2.1007 4.4698 -0.20
C 2.9492 -4.2823 7.0642 -0.05
C -2.1579 -0.3572 -2.6570 -0.07
C 2.6441 1.0400 0.2617 -0.12
C -0.4708 4.9737 2.0147 -0.22
C -9.8811 0.1588 -1.3868 -0.21
C 1.8988 0.3507 4.5834 -0.10
C -1.5520 -4.2756 -7.3907 -0.11
C -0.3341 -1.2650 -6.4246 -0.21
C 6.9908 -1.3659 4.6412 -0.09
C 2.0883 -0.6688 -8.2914 -0.23
C 4.3839 -1.3969 5.1532 -0.13
H 2.2909 3.2695 0.5915 0.10
H 2.7034 -6.3403 6.1578 0.10
H 6.7823 1.7409 2.2494 0.13
H 0.7836 -5.5848 4.5818 0.11
H -7.2083 -1.0451 -3.7275 0.07
H 7.7735 -2.1679 4.7006 0.08
H 2.2205 -0.4602 -6.1498 0.11
H -3.1467 1.6170 -2.8597 0.10
H -0.6756 -1.4298 4.1592 0.08
H 7.0729 3.8933 4.2745 0.09
H -0.4915 -4.4971 -7.2336 0.08
H 5.3648 -2.3431 3.4005 0.11
H 1.7543 0.5773 -0.2468 0.09
H -0.2321 2.8797 0.1895 0.10
H 4.7580 4.1141 1.3793 0.06
H -0.8959 4.9667 0.9736 0.10
H 0.7807 -2.7958 -7.1606 0.07
H 6.1600 2.7107 5.3353 0.08
H -4.4869 -0.3655 -1.0500 0.10
H 5.5204 4.3615 5.0438 0.08
H 0.0112 -3.2100 4.5896 0.09
H -8.5573 0.4248 0.2842 0.12
H 5.7036 -3.1028 4.9719 0.12
H -1.2411 1.5284 3.6003 0.10
H 4.2153 2.9681 3.5362 0.12
H 0.6723 -3.0708 -9.1752 0.07
H 5.3976 -0.4730 2.3550 0.11
H -1.3567 5.7064 3.8839 0.08
H -5.7462 0.7670 -1.4852 0.11
H -7.9452 -1.4491 -1.8740 0.07
H -2.1457 -4.7031 -6.5775 0.09
H -0.9160 2.9596 -2.7825 0.10
H -6.7267 0.6603 -3.4586 0.09
H -7.9109 0.9557 -1.2840 0.10
H -0.4697 -0.6659 -7.3325 0.11
H -3.1438 -0.9116 -2.7106 0.09
H -6.0845 -2.1655 -0.6309 0.12
H -6.2987 -0.8001 0.4520 0.12
H -9.6499 -1.9884 -3.0439 0.08
H 3.4621 -1.8727 4.7317 0.13
H -1.8625 -4.7398 -8.3270 0.09
H 6.5816 3.8481 1.7173 0.08
H -2.4285 -1.5483 -6.1189 0.12
H 2.3745 1.0518 -2.4142 0.11
H 6.3703 1.1768 3.8901 0.08
H -10.3139 -1.0787 -4.4100 0.09
H -2.1369 4.1481 3.2490 0.07
H 0.2792 5.7910 2.0773 0.11
H 3.5336 0.5154 -0.1525 0.12
H -1.5651 2.6479 1.3519 0.13
H 3.7433 -4.5601 7.7948 0.11
H 1.2612 0.0282 -8.4650 0.11
H -5.9424 -0.3214 -4.7074 0.09
H -2.5253 5.7250 2.4870 0.08
H 0.9958 -2.4486 -10.7874 0.09
H -10.4962 -0.6393 -0.9600 0.12
H 0.1002 -1.4370 -9.6423 0.09
H 5.6484 5.0443 2.6772 0.08
H -0.0719 0.6075 0.5379 0.12
H -0.7925 -2.2184 -2.4160 0.10
H 2.9385 -2.1489 7.7486 0.12
H 2.9354 -1.9309 -6.7911 0.12
H -1.6041 -0.7487 2.7920 0.13
H 1.2768 3.6126 2.2893 0.09
H 7.0467 -0.6711 5.5067 0.09
H 3.0037 -0.0758 -8.3791 0.12
H 1.3493 -0.8653 -2.2927 0.10
H 7.2137 -0.8349 3.6772 0.06
H -0.7773 1.0747 5.2626 0.13
H -1.4497 -2.8402 -5.4183 0.12
H -10.3695 1.1104 -1.1560 0.12
H -0.2890 -0.5879 -5.5660 0.11
H -0.1336 3.2960 3.3603 0.10
H -11.3186 -1.3418 -2.9740 0.09
H 3.7066 2.8937 -0.4479 0.13
H 4.4783 -1.5210 6.2526 0.12
H 5.0398 0.7545 1.1219 0.12
```

Calculated values
Net charge: +1
E, Ha: -2812.096657
Lowest unoccupied orbital energy, eV: -3.719
HOMO, eV: -9.960
Maximum force, eV Å⁻¹: 3.37
Frontier orbital gap, eV: 6.241